Computed, not measured: C30H45Cl2N9O3Tc as an isolated structure at a distorted geometry, with ωB97M-V with the def2-TZVPD basis set.

Output
- Lowest unoccupied orbital energy (spin up / spin down): -6.3 / -6.8 eV
- 2S+1: 4
- Charge: +2
- Max |F|: 1.39 eV/A
- <S²>: 3.7769
- Frontier orbital gap (spin up / spin down): 6.81 / 6.23 eV
- Calculated total energy: -78623.641 eV

```
90
C30H45Cl2N9O3Tc, DFT ωB97M-V with the def2-TZVPD basis set
Tc 0.0024 -0.7124 0.2806
O -0.9834 2.7244 4.4513
C 0.1961 3.0853 3.9269
C 0.6732 4.3511 4.2614
C 1.8880 4.7865 3.7808
C 2.6790 3.9702 2.9591
C 2.2073 2.7347 2.6039
C 0.9502 2.2786 3.0516
C 0.4158 1.0623 2.4935
O 1.0323 0.4718 1.4955
N -0.6963 0.5258 2.9470
N -1.0165 -0.5259 2.1393
C -1.9870 -1.2955 2.4180
C -1.9926 -2.5639 1.6938
C -2.9423 -3.5454 1.8588
C -2.7383 -4.7748 1.2422
C -1.5857 -4.9732 0.5044
C -0.6955 -3.9233 0.3609
N -0.9026 -2.7385 0.9265
H -1.1850 1.8083 4.2001
H 0.0703 4.9668 4.9184
H 2.2418 5.7728 4.0576
H 3.6512 4.3099 2.6208
H 2.8008 2.0669 1.9889
H -2.6494 -1.0768 3.2502
H -3.8155 -3.3502 2.4744
H -3.4620 -5.5730 1.3584
H -1.3728 -5.9275 0.0396
H 0.2141 -4.0379 -0.2172
C -2.4317 3.7225 -1.6824
N -2.9355 2.4549 -1.1358
C -4.3917 2.2660 -1.0439
C -4.4861 0.9323 -0.3069
N -3.2099 0.8337 0.4395
C -3.3621 1.5072 1.7561
C -2.2750 1.5548 -0.3655
N -1.0026 1.2897 -0.3417
C -0.1085 1.9454 -1.3059
C 1.3358 1.6281 -1.0378
N 1.5659 0.1806 -1.0076
C 2.7510 -0.2827 -1.3437
N 3.8496 0.4515 -1.6703
C 4.2329 1.7562 -1.1196
C 4.9116 -0.4008 -2.2293
C 4.3588 -1.8189 -2.0800
N 3.0269 -1.5973 -1.5260
C 2.2633 -2.7374 -1.0850
H -3.2913 4.3630 -1.8604
H -1.9069 3.5983 -2.6269
H -1.7875 4.2299 -0.9678
H -4.8321 2.2167 -2.0374
H -4.8529 3.0954 -0.5044
H -4.5596 0.1077 -1.0084
H -5.3296 0.8837 0.3744
H -4.0162 0.9018 2.3835
H -3.8057 2.5058 1.6632
H -2.3998 1.6135 2.2418
H -0.1766 3.0286 -1.2735
H -0.3778 1.6277 -2.3117
H 1.6300 2.0994 -0.1034
H 1.8944 2.0874 -1.8490
H 3.8847 2.5949 -1.7148
H 5.3187 1.7979 -1.1066
H 3.8838 1.8730 -0.0941
H 5.8325 -0.2661 -1.6659
H 5.1061 -0.1382 -3.2660
H 4.9548 -2.4277 -1.3992
H 4.2938 -2.3386 -3.0336
H 1.6818 -3.1932 -1.8886
H 1.5907 -2.4667 -0.2792
H 2.9556 -3.4840 -0.6928
Cl 4.2000 -1.0375 1.8502
C 3.5645 -2.4230 2.7475
Cl 1.7826 -2.5247 2.7349
H 3.8772 -2.3358 3.7751
H 3.9466 -3.3248 2.2971
C -0.2598 -1.1951 -3.6923
C -1.1420 -1.7771 -2.5966
C -1.1958 -3.2836 -2.7492
C -2.5422 -1.2016 -2.6747
O -0.5843 -1.4756 -1.2822
H -0.5544 -1.6022 -4.6618
H 0.7887 -1.4460 -3.5074
H -0.3529 -0.1127 -3.7355
H -1.6415 -3.5222 -3.7163
H -1.8126 -3.7350 -1.9693
H -0.1960 -3.7248 -2.7175
H -2.9887 -1.4274 -3.6464
H -2.4974 -0.1185 -2.5501
H -3.1728 -1.6254 -1.8860
```

Okay, here come the Mulliken numbers, in e, for every atom: -2.020, -0.647, 0.517, -0.599, -0.441, -0.883, -0.622, -0.171, 1.213, -0.185, -1.490, 1.250, -0.538, -0.004, -0.954, -0.501, -0.812, -0.415, 0.810, 0.461, 0.486, 0.400, 0.443, 0.412, 0.560, 0.552, 0.462, 0.509, 0.316, -1.170, 0.261, -0.857, -0.414, 0.779, -1.123, -0.891, 1.176, -0.935, -1.819, 1.474, -0.161, 0.009, -1.085, -0.615, -0.584, 0.387, -0.601, 0.443, 0.317, 0.405, 0.420, 0.513, 0.167, 0.472, 0.320, 0.440, 0.319, 0.546, 0.378, 0.314, 0.700, 0.273, 0.479, 0.385, 0.458, 0.318, 0.350, 0.310, 0.193, -0.106, 0.609, -0.066, -0.572, -0.008, 0.422, 0.386, -1.179, 1.074, -1.500, -1.424, 0.965, 0.504, 0.133, 0.229, 0.508, 0.312, 0.271, 0.537, 0.180, 0.270